No. 1
DFT (ωB97M-V/def2-TZVPD) results for C20H9Cl2IIrN4O5S3 as an isolated structure in a non-equilibrium geometry.

Calculated values
2S+1 = 1
HOMO-LUMO gap = 0.259 hartree
E_HOMO = -5.458 eV
Charge = -1

Last column: natural (NBO) charge in e.
Atoms and positions in Å:
Ir -1.3695 0.5777 -0.3555  1.005
Cl 4.1899 1.4411 3.9852  -0.026
C 2.6271 1.0429 3.3239  -0.111
C 1.6121 0.6716 4.1661  -0.209
C 0.3481 0.3691 3.6618  -0.274
I -1.2023 -0.2056 4.9383  0.141
C 0.0431 0.4370 2.2987  0.414
O -1.0920 0.1599 1.8003  -0.741
C 1.1215 0.8293 1.4364  0.052
N 0.8251 0.9086 0.1109  -0.377
C 1.7548 1.2778 -0.7396  0.058
C 3.0628 1.5813 -0.3325  -0.259
C 3.3937 1.5036 0.9893  -0.133
C 2.4128 1.1289 1.9320  -0.026
H 1.7905 0.6231 5.2315  0.236
H 1.4745 1.3265 -1.7820  0.242
H 3.7835 1.8786 -1.0806  0.230
H 4.3937 1.7298 1.3328  0.229
S -0.6470 0.8569 -2.6970  0.002
C -0.8265 2.5509 -2.4524  -0.229
S -1.4502 2.9460 -0.9021  0.040
C -0.4807 3.4954 -3.3973  -0.471
C 0.1484 3.1285 -4.6187  0.308
N 0.6782 2.8530 -5.6052  -0.367
C -0.6946 4.8846 -3.1758  0.306
N -0.8617 6.0138 -3.0171  -0.356
O -3.7441 0.9219 0.4728  -0.863
Cl -4.4760 0.6655 -0.7593  2.545
O -5.2419 1.7963 -1.1475  -0.801
O -5.3130 -0.4934 -0.5937  -0.851
O -3.4368 0.3703 -1.7536  -0.858
S -2.6915 -3.9685 0.0447  0.418
C -2.7331 -2.2571 -0.1676  -0.055
N -1.5848 -1.6805 -0.2674  -0.489
C -0.5382 -2.5924 -0.1771  0.190
C 0.8229 -2.3043 -0.2483  -0.222
C 1.7282 -3.3375 -0.1323  -0.197
C 1.2984 -4.6579 0.0367  -0.210
C -0.0458 -4.9618 0.0993  -0.215
C -0.9590 -3.9168 0.0000  -0.235
H -3.6877 -1.7479 -0.2070  0.276
H 1.1376 -1.2854 -0.4044  0.235
H 2.7882 -3.1244 -0.1751  0.216
H 2.0270 -5.4548 0.1080  0.214
H -0.3858 -5.9817 0.2207  0.219

No. 2
DFT (ωB97M-V/def2-TZVPD) results for C21H10BaI2N5OSe as an isolated structure in a non-equilibrium geometry.

Calculated values
2S+1 = 1
HOMO-LUMO gap = 0.257 hartree
E_HOMO = -10.260 eV
Charge = +1

Last column: Mulliken charge in e.
Atoms and positions in Å:
Ba 1.8195 1.0651 -1.9639  1.840
Se -3.9370 -3.0183 1.0812  0.281
N -3.5202 -1.2808 0.7696  -0.791
C -2.5600 -1.2706 -0.0733  0.601
C -2.3855 0.0054 -0.7714  0.406
C -3.3228 0.9816 -0.8069  -0.451
C -2.9570 2.2856 -1.1948  -0.630
C -1.6249 2.5670 -1.3279  -0.619
N -0.7084 1.6383 -1.3290  -0.342
C -1.1172 0.4035 -1.1443  0.519
C -0.1550 -1.6713 -1.8360  -0.280
N 0.8019 -1.7207 -2.7206  -0.089
C 1.0442 -2.9012 -3.2704  -0.780
C 0.3215 -4.0027 -2.8767  -0.387
C -0.7016 -3.9211 -1.9286  -1.058
C -0.9351 -2.6820 -1.3603  1.086
C -2.0282 -2.5612 -0.3950  0.606
N -2.5420 -3.5987 0.1473  -0.741
H -4.2954 0.7681 -0.3423  0.476
H -3.6401 3.1601 -1.2829  0.343
H -1.3442 3.5992 -1.2776  0.446
H 1.8656 -3.0288 -3.9691  0.391
H 0.5696 -4.9685 -3.2594  0.427
H -1.3012 -4.7914 -1.6212  0.470
I 1.9927 -3.0550 0.7567  -0.101
C 1.7161 -0.8735 1.4465  -0.472
C 1.6519 -0.6006 2.8199  -0.046
C 1.9520 0.6543 3.3950  -0.292
I 3.1822 1.0328 5.1109  0.097
C 2.0356 1.7573 2.5398  0.992
C 2.0489 3.1273 3.0131  -0.800
C 1.9677 4.0846 2.0507  -0.458
C 2.1445 3.7308 0.6710  -0.671
N 2.2383 2.4902 0.2664  -0.589
C 2.0720 1.4488 1.1892  0.783
C 2.0442 0.1569 0.5566  -0.742
O -0.1035 -0.5127 -1.0512  -0.009
H 1.5903 -1.4654 3.5583  0.308
H 2.0855 3.3055 4.0267  0.396
H 1.7713 5.1463 2.3574  0.341
H 2.2636 4.5160 0.0465  0.539

No. 3
DFT (ωB97M-V/def2-TZVPD) results for C21H10Br2Cl3CuFN3O6 as an isolated structure.

Calculated values
2S+1 = 2
<S²> = 0.752
HOMO-LUMO gap (alpha / beta) = 0.270 / 0.260 hartree
E_HOMO (alpha / beta) = -5.250 / -5.219 eV
Charge = -1

Last column: Löwdin spin population.
Atoms and positions in Å:
Cu 1.2164 0.7998 0.3229  0.770
Cl 7.8253 -1.5495 -0.4152  0.000
C 6.1797 -1.0430 -0.6540  0.000
C 5.4535 -0.5445 0.4098  0.001
C 4.1476 -0.1460 0.1981  0.001
Cl 3.2354 0.4858 1.5487  0.043
C 3.4907 -0.2051 -1.0528  0.002
O 2.2806 0.1768 -1.2605  0.014
C 4.2997 -0.7342 -2.0941  0.000
Cl 3.5907 -0.8643 -3.6664  0.000
C 5.6049 -1.1417 -1.9122  0.000
H 5.8896 -0.4635 1.3959  0.001
H 6.1661 -1.5346 -2.7480  0.000
Br 0.7288 5.6973 1.6213  0.000
C -0.3451 4.5788 0.5396  -0.001
C -1.5057 5.0959 -0.0341  0.001
C -2.3043 4.3156 -0.8318  -0.002
Br -3.8675 5.0898 -1.5969  0.000
C -1.9781 2.9703 -1.0889  0.002
C -2.7161 2.0709 -1.8882  -0.005
C -2.2804 0.7830 -2.0542  0.004
C -1.1006 0.3656 -1.4209  0.005
N -0.4056 1.1856 -0.6729  0.080
C -0.7994 2.4654 -0.4882  0.006
C 0.0725 3.2576 0.3420  0.004
O 1.1389 2.7420 0.8251  0.045
H -1.7747 6.1256 0.1557  0.000
H -3.6254 2.4110 -2.3647  0.000
H -2.8330 0.0807 -2.6624  0.001
H -0.7211 -0.6439 -1.5196  0.001
F -1.2854 -4.3905 -1.1237  0.000
C -1.9681 -3.7771 -0.1431  0.000
C -1.3163 -3.1050 0.8175  0.000
N -1.9678 -2.4698 1.8425  0.000
C -1.1985 -1.6889 2.8140  0.002
C -0.4934 -0.4935 2.1201  0.000
O -0.8354 0.6491 2.3992  -0.001
O 0.3815 -0.8548 1.2580  0.023
C -3.3512 -2.4703 1.9230  0.000
O -3.9834 -1.9197 2.7989  0.000
N -3.9739 -3.1690 0.9045  0.000
C -3.4125 -3.8659 -0.1666  0.000
O -4.1087 -4.4514 -0.9684  0.000
H -0.2403 -3.0050 0.8076  0.000
H -0.4434 -2.3294 3.2715  0.000
H -1.8857 -1.3168 3.5635  0.000
H -4.9809 -3.1688 0.9486  0.000

No. 4
DFT (ωB97M-V/def2-TZVPD) results for C21H11Co2NO8S as an isolated structure in a non-equilibrium geometry.

Calculated values
2S+1 = 1
HOMO-LUMO gap = 0.203 hartree
E_HOMO = -1.426 eV
Charge = -2

Last column: natural (NBO) charge in e.
Atoms and positions in Å:
O 1.0423 -1.2041 2.2236  -0.558
C -0.0666 -1.0015 2.0766  0.448
Co -1.7918 -0.5987 1.8573  -0.105
C -2.6307 -1.9293 0.9002  0.515
O -3.1199 -2.7463 0.2795  -0.542
C -2.5323 -0.3517 3.4852  0.516
O -2.9653 -0.1674 4.5199  -0.576
C -1.6437 1.5022 1.5708  -0.233
C -0.3760 1.8314 2.3183  -0.114
C -0.4031 1.8831 3.7090  -0.205
C 0.7609 2.0293 4.4347  -0.216
C 1.9640 2.1694 3.7823  -0.254
C 2.0101 2.1516 2.4058  -0.219
C 0.8450 2.0081 1.6815  -0.180
C -1.7280 0.6850 0.3388  -0.385
C -0.7285 0.8251 -0.7032  -0.144
Co -3.4306 1.8412 0.6337  -0.049
C -4.0841 2.3342 2.2610  0.535
O -4.4654 2.6375 3.2897  -0.561
C -4.5677 0.5985 -0.0485  0.532
O -5.2705 -0.1851 -0.4809  -0.550
C -3.1820 3.2969 -0.4145  0.477
O -3.0188 4.2059 -1.0826  -0.558
H -1.3587 1.7887 4.2068  0.218
H 0.7359 1.9824 5.5119  0.197
H 2.8659 2.3426 4.3486  0.191
H 2.9651 2.2122 1.9019  0.201
H 0.8887 2.0513 0.6067  0.204
H -1.0305 0.9283 -1.7266  0.223
H 0.2539 0.4455 -0.5329  0.179
S -0.1302 0.0152 -4.2057  -0.394
C 1.0774 -1.1223 -4.0101  -0.144
C 0.7682 -2.4889 -3.9550  -0.264
C 1.7682 -3.4185 -3.8058  -0.193
C 3.0894 -3.0169 -3.7058  -0.019
N 4.1437 -4.0047 -3.5658  0.515
O 5.3085 -3.6120 -3.4431  -0.451
O 3.8339 -5.2024 -3.5758  -0.451
C 3.4069 -1.6684 -3.7520  -0.195
C 2.4181 -0.7277 -3.9020  -0.269
H -0.2639 -2.7931 -4.0380  0.219
H 1.5437 -4.4723 -3.7712  0.224
H 4.4413 -1.3784 -3.6764  0.222
H 2.6570 0.3239 -3.9478  0.214

No. 5
DFT (ωB97M-V/def2-TZVPD) results for C21H11F5NO4SeY as an isolated structure.

Calculated values
2S+1 = 1
HOMO-LUMO gap = 0.325 hartree
E_HOMO = -9.111 eV

Last column: natural (NBO) charge in e.
Atoms and positions in Å:
Y -3.0024 -0.4770 0.4610  2.120
O -0.8832 -1.2819 0.0387  -0.785
C 0.1440 -1.0440 1.0560  0.112
C -0.6340 -0.8645 2.3911  0.793
O -0.0194 -0.7599 3.4184  -0.580
O -1.9330 -0.8152 2.2483  -0.881
C 1.0577 -2.2457 1.1481  -0.080
C 0.6672 -3.4908 0.6731  -0.213
C 1.5128 -4.5852 0.8110  -0.204
C 2.7416 -4.4414 1.4331  -0.204
C 3.1259 -3.1987 1.9217  -0.220
C 2.2902 -2.1049 1.7806  -0.127
C 0.8531 0.2401 0.6499  -0.065
C 1.6667 0.2120 -0.4814  -0.229
C 2.2206 1.3802 -0.9792  -0.194
C 1.9834 2.5880 -0.3362  -0.208
C 1.1928 2.6187 0.8024  -0.220
C 0.6219 1.4508 1.2920  -0.149
H -0.4685 -1.4091 -0.8249  0.520
H -0.3015 -3.6208 0.2078  0.224
H 1.2006 -5.5514 0.4372  0.217
H 3.3983 -5.2943 1.5437  0.217
H 4.0810 -3.0825 2.4170  0.218
H 2.5831 -1.1391 2.1705  0.222
H 1.8835 -0.7356 -0.9645  0.219
H 2.8464 1.3462 -1.8616  0.220
H 2.4176 3.5021 -0.7209  0.222
H 1.0080 3.5558 1.3113  0.225
H 0.0068 1.4935 2.1816  0.228
Se -5.8273 -1.2532 0.2189  -0.136
C -4.5370 -2.2097 -0.6302  -0.008
N -3.4876 -2.5589 -0.9991  -0.501
F -0.3045 3.9583 -4.0546  -0.285
C -0.9193 3.3990 -3.0103  0.247
C -1.3241 2.0758 -3.0671  0.283
F -1.1142 1.3448 -4.1602  -0.284
C -1.9411 1.5385 -1.9605  0.264
F -2.3413 0.2225 -1.9578  -0.335
C -2.1743 2.2340 -0.7773  0.223
O -2.7293 1.6128 0.2396  -0.867
C -1.7635 3.5653 -0.7579  0.282
F -1.9278 4.2950 0.3466  -0.288
C -1.1433 4.1327 -1.8572  0.289
F -0.7267 5.3974 -1.7987  -0.284

No. 6
DFT (ωB97M-V/def2-TZVPD) results for C21H13BF4N7O7W as an isolated structure in a non-equilibrium geometry.

Calculated values
2S+1 = 1
HOMO-LUMO gap = 0.221 hartree
E_HOMO = -17.542 eV
Charge = +3

Last column: natural (NBO) charge in e.
Atoms and positions in Å:
W 0.4538 -0.7912 0.9986  2.369
N 3.3295 1.9291 -0.7850  -0.458
C 2.4426 0.9891 -0.6512  0.384
N 1.6303 0.9002 0.4128  -0.672
C 1.6805 1.9302 1.3853  0.447
N 0.7261 1.9916 2.2548  -0.278
N -0.2079 1.0552 1.9231  -0.304
C -1.4345 1.1802 2.2602  0.191
C -2.3413 0.3342 1.4942  0.118
C -3.7077 0.3615 1.6038  -0.152
C -4.4638 -0.3455 0.6615  -0.060
C -3.8140 -1.0329 -0.3435  -0.200
C -2.4246 -1.0554 -0.3653  0.123
N -1.6937 -0.3782 0.5268  -0.537
C 2.7430 2.9024 1.3240  -0.179
C 2.9322 3.8703 2.3156  -0.109
C 3.9349 4.8056 2.1644  -0.165
C 4.7462 4.7990 1.0272  -0.102
C 4.5675 3.8546 0.0302  -0.233
C 3.5676 2.9129 0.1955  0.223
H 3.8948 1.9338 -1.6285  0.464
H 2.3714 0.2417 -1.4238  0.268
H -1.7613 1.9445 2.9588  0.277
H -4.1814 0.9373 2.3880  0.275
H -5.5448 -0.3377 0.7150  0.278
H -4.3629 -1.5641 -1.1086  0.280
H -1.8905 -1.6198 -1.1148  0.248
H 2.2928 3.8744 3.1873  0.258
H 4.0912 5.5549 2.9278  0.263
H 5.5232 5.5437 0.9189  0.264
H 5.1920 3.8553 -0.8545  0.253
O 0.7153 -3.6300 3.1929  -0.223
C 1.5409 -3.5276 2.4450  0.946
O 1.0736 -1.0216 2.5354  -0.511
C 2.6027 -3.5304 1.5444  -0.399
C 3.5238 -4.5591 1.8722  -0.033
C 4.5548 -4.7995 1.0125  0.016
C 4.6805 -4.0906 -0.1694  -0.037
C 3.7926 -3.0678 -0.4608  -0.033
C 2.7310 -2.7216 0.3816  0.512
O 1.8587 -1.7650 0.0835  -0.694
N 4.0187 -2.3937 -1.7589  0.542
O 3.6875 -1.2222 -1.8394  -0.424
O 4.3550 -3.0926 -2.6703  -0.249
N 5.5366 -5.8700 1.3414  0.531
O 6.3944 -6.0612 0.5198  -0.292
O 5.3172 -6.4829 2.3561  -0.309
H 3.4263 -5.1601 2.7711  0.304
H 5.4757 -4.3370 -0.8645  0.317
F 0.0012 -2.2376 -2.0852  -0.531
B 0.2930 -3.4669 -2.5445  1.487
F -0.3951 -2.4535 0.9157  -0.509
F 1.3760 -4.0335 -2.0473  -0.497
F -0.4713 -4.0327 -3.4205  -0.446

No. 7
DFT (ωB97M-V/def2-TZVPD) results for C21H13Br5N5O4OsS as an isolated structure.

Calculated values
2S+1 = 1
HOMO-LUMO gap (alpha / beta) = 0.209 / 0.208 hartree
E_HOMO (alpha / beta) = -10.811 / -10.811 eV
Charge = +1

Last column: natural (NBO) charge in e.
Atoms and positions in Å:
Os 0.1241 -0.5865 0.8102  1.492
Br 5.7004 -4.2257 -0.6486  0.158
C 4.4452 -3.1334 0.2105  -0.143
C 4.8433 -2.3214 1.3097  -0.138
Br 6.6203 -2.3532 1.8989  0.158
C 3.9316 -1.5065 1.9510  -0.171
Br 4.3547 -0.4414 3.4344  0.129
C 2.6174 -1.4545 1.4729  0.293
O 1.6332 -0.7698 2.0305  -0.573
C 2.2118 -2.2885 0.4074  0.221
O 0.9174 -2.2779 0.1714  -0.606
C 3.1365 -3.1311 -0.2261  -0.145
Br 2.5068 -4.1822 -1.6414  0.139
N 4.0184 5.6279 3.1106  -0.757
C 3.2104 4.7967 2.4141  0.243
C 3.2159 3.4121 2.6776  -0.283
C 2.3971 2.5675 1.9742  -0.073
C 1.5546 3.0916 0.9896  -0.499
C 1.5255 4.4609 0.7188  -0.094
C 2.3479 5.3035 1.4229  -0.284
S 0.5116 2.0535 0.1178  2.309
O -0.0721 2.7058 -1.0007  -0.857
O 1.2745 0.7613 -0.1947  -0.850
N -0.5595 1.2537 1.0828  -0.853
C -1.6124 1.9211 1.7105  0.532
N -1.6257 3.2431 1.6080  -0.474
C -2.6123 3.8655 2.2457  0.110
C -3.5705 3.1782 2.9714  -0.308
C -3.4542 1.7993 2.9958  0.101
N -2.4739 1.1530 2.3675  -0.486
H 4.6754 5.2679 3.7778  0.404
H 4.0665 6.6053 2.8895  0.404
H 3.8797 3.0130 3.4338  0.225
H 2.4137 1.5057 2.1814  0.235
H 0.8585 4.8427 -0.0414  0.251
H 2.3391 6.3658 1.2160  0.227
H -2.6278 4.9461 2.1684  0.215
H -4.3665 3.6895 3.4907  0.245
H -4.1631 1.1848 3.5383  0.212
Br -4.9385 -2.7086 -3.0540  0.166
C -3.5427 -2.0638 -1.9918  -0.020
C -2.2406 -2.0632 -2.4761  -0.257
C -1.2392 -1.5870 -1.6630  0.096
N -1.4807 -1.1155 -0.4262  -0.502
C -2.7453 -1.1101 0.0333  0.080
C -3.8005 -1.5816 -0.7173  -0.274
H -2.0092 -2.4277 -3.4657  0.258
H -0.2074 -1.5807 -1.9851  0.241
H -2.8885 -0.6954 1.0229  0.249
H -4.8023 -1.5661 -0.3146  0.255

No. 8
DFT (ωB97M-V/def2-TZVPD) results for C21H13Cl3N3O7STl as an isolated structure in a non-equilibrium geometry.

Calculated values
2S+1 = 1
HOMO-LUMO gap = 0.254 hartree
E_HOMO = -2.795 eV
Charge = -2

Last column: Mulliken charge in e.
Atoms and positions in Å:
Tl 0.2665 -1.2914 0.7451  1.835
O -1.8635 -1.4421 -0.9932  0.042
C -2.6344 -1.5740 -2.0964  0.520
C -3.7995 -2.3149 -2.1999  -0.671
C -4.4867 -2.3059 -3.4128  -0.380
C -4.0064 -1.5635 -4.4829  -0.673
C -2.8326 -0.8275 -4.3460  -0.695
C -2.1150 -0.8156 -3.1583  0.604
C -0.8729 -0.0004 -3.0617  -0.817
N -0.0493 -0.0484 -2.0950  0.468
N 1.0677 0.7098 -2.2157  -0.807
C 1.5795 0.9501 -1.0311  0.231
O 1.0560 0.7431 0.1279  -0.676
C 2.9328 1.6088 -1.0316  0.403
C 3.5922 1.7680 0.1800  -0.341
C 4.8404 2.3785 0.2268  -0.649
C 5.4393 2.8350 -0.9409  -0.314
C 4.7876 2.6625 -2.1584  -0.585
C 3.5418 2.0493 -2.2035  -0.210
H -4.1446 -2.8775 -1.3443  0.452
H -5.4001 -2.8824 -3.5139  0.379
H -4.5426 -1.5551 -5.4252  0.359
H -2.4526 -0.2517 -5.1859  0.335
H -0.6677 0.6650 -3.9040  0.213
H 3.1193 1.3807 1.0744  0.391
H 5.3524 2.4883 1.1753  0.363
H 6.4133 3.3130 -0.9057  0.350
H 5.2570 3.0011 -3.0752  0.349
H 3.0224 1.8956 -3.1404  0.418
O 3.8762 -1.8951 -0.1863  -0.657
S 2.8074 -2.5914 0.5047  1.152
O 3.1881 -3.8523 1.1173  -0.678
O 1.5989 -2.7702 -0.4021  -0.718
O 2.2185 -1.6465 1.6046  -0.744
Cl -2.5803 3.5273 6.2485  -0.289
C -2.0728 2.1576 5.2610  0.495
C -2.1955 2.2147 3.8855  -0.810
C -1.7963 1.1368 3.1164  0.909
Cl -1.9608 1.2603 1.3903  -0.184
C -1.2291 -0.0612 3.6463  -0.507
O -0.8526 -1.0712 2.9652  -0.686
C -1.1392 -0.0327 5.0753  0.364
Cl -0.4853 -1.4493 5.8618  -0.245
C -1.5454 1.0282 5.8638  -0.757
H -2.5980 3.0961 3.4028  0.394
H -1.4476 0.9705 6.9402  0.391
N -2.4355 -3.0780 0.5446  -0.794
C -1.6743 -2.1737 0.1436  0.166
H -2.0765 -3.4680 1.4092  0.302

Q: Among the records above, which one has the highest 2S+1?
A: C21H10Br2Cl3CuFN3O6